No. 1
This record from the OMol25 dataset describes a single C5H7NO molecule at a distorted geometry. The level of theory is the ωB97M-V functional and the def2-TZVPD basis.

ORCA input file:
```
! wB97M-V def2-TZVPD RIJCOSX def2/J DEFGRID3
* xyz 0 1
O 0.9333 1.5243 0.4399
N -1.7502 0.4988 0.0062
C 1.6799 -0.3033 -0.2756
C -1.6304 -0.9128 -0.0270
C -0.4541 0.0394 0.0108
C 0.7935 0.1410 0.9192
C 0.6756 0.7236 -0.7791
H -1.8267 -1.4813 0.8923
H -1.9633 -1.4171 -0.9321
H 1.6080 -1.3182 -0.6763
H -2.3287 1.2107 0.3754
H 2.7035 0.0755 -0.2255
H 0.9436 -0.0716 1.9809
H 0.6161 1.2911 -1.7090
*
```

Values from the calculation:
Frontier orbital gap (eV): 9.982
Energy above the lowest of the compared OMol25 structures with the same formula, charge and spin (kcal/mol): 118.1
HOMO energy (eV): -8.84
LUMO energy (eV): 1.138
Calculated total energy (hartree): -324.53620
Maximum force (eV Å⁻¹): 1.0

=====

No. 2
This record from the OMol25 dataset describes 2 unconnected molecules or ions with the total composition C5H7NO. The level of theory is the ωB97M-V functional and the def2-TZVPD basis.

ORCA input file:
```
! wB97M-V def2-TZVPD RIJCOSX def2/J DEFGRID3
* xyz 0 1
O -1.9445 -0.2547 -0.9075
N 1.3575 1.2269 1.3844
C 0.9559 0.2540 0.4993
C -1.6310 -0.4522 -2.2827
C 0.5282 0.0285 -0.7242
C 1.6803 -0.1867 1.6840
C -0.5892 -0.1885 -1.3444
H -0.9899 0.0545 1.3203
H 1.1720 -0.5861 2.5606
H -1.5131 -0.0518 0.8082
H -1.8003 -1.4679 -2.6242
H 2.0852 1.8489 1.0537
H 2.6751 -0.5781 1.4882
H -1.9862 0.3533 -2.9157
*
```

Values from the calculation:
Frontier orbital gap (eV): 9.640
Energy above the lowest of the compared OMol25 structures with the same formula, charge and spin (kcal/mol): 159.7
SMILES: C(=C1CN1)=C1CO1.[H][H]
HOMO energy (eV): -8.86
LUMO energy (eV): 0.782
Calculated total energy (hartree): -324.46993
Maximum force (eV Å⁻¹): 0.9

=====

No. 3
This record from the OMol25 dataset describes a single C5H7NO molecule. The level of theory is the ωB97M-V functional and the def2-TZVPD basis.

ORCA input file:
```
! wB97M-V def2-TZVPD RIJCOSX def2/J DEFGRID3
* xyz 0 1
O 0.0395 -1.8761 1.7121
N 1.2428 -0.3640 -0.1770
C -1.5009 -0.6639 0.0895
C -0.4634 -1.0175 1.0478
C 0.9337 0.4846 -1.2971
C -0.7420 0.4914 0.7632
C 0.5456 0.8879 0.0852
H 1.0968 1.7170 0.5306
H -1.3138 1.2616 1.2905
H 2.1860 -0.4461 0.1715
H 1.7730 0.9804 -1.7750
H -1.5561 -0.8106 -0.9854
H -2.4281 -0.8732 0.6172
H 0.1861 0.0805 -1.9774
*
```

Values from the calculation:
Frontier orbital gap (eV): 9.459
Energy above the lowest of the compared OMol25 structures with the same formula, charge and spin (kcal/mol): 88.7
SMILES: O=C1C[C@@H]1[C@@H]1CN1
HOMO energy (eV): -8.48
LUMO energy (eV): 0.983
Calculated total energy (hartree): -324.58315
Maximum force (eV Å⁻¹): 0.8

=====

No. 4
This record from the OMol25 dataset describes 2 unconnected molecules or ions with the total composition C5H7NO. The level of theory is the ωB97M-V functional and the def2-TZVPD basis.

ORCA input file:
```
! wB97M-V def2-TZVPD RIJCOSX def2/J DEFGRID3
* xyz 0 1
O 1.2181 1.7407 -0.0127
N -1.8598 0.5522 -0.1056
C 0.6894 0.4089 0.0184
C -0.6962 0.0705 -0.0801
C 1.4694 0.8843 -1.1103
C 1.9604 -0.3021 -0.3660
C -1.7012 -0.9509 -0.2536
H -1.2833 0.3236 2.9080
H 1.8397 -1.2720 -0.8521
H 2.8292 -0.1865 0.2806
H -2.0195 -1.5645 0.5918
H 1.0862 1.0650 -2.1034
H -1.6526 0.6072 2.3282
H -1.8797 -1.3765 -1.2432
*
```

Values from the calculation:
Frontier orbital gap (eV): 10.199
Energy above the lowest of the compared OMol25 structures with the same formula, charge and spin (kcal/mol): 144.7
SMILES: C1N=C1[C@]12C[C@@H]1O2.[H][H]
HOMO energy (eV): -9.30
LUMO energy (eV): 0.903
Calculated total energy (hartree): -324.49394
Maximum force (eV Å⁻¹): 0.5